# C5H13N2O3P

C5H13N2O3P in the gas phase in a non-equilibrium geometry (ωB97M-V with the def2-TZVPD basis set, OMol25).

The frontier orbital gap comes out at 10.590 eV. The HOMO energy is -9.8 eV. Its SMILES is CCO[P@](=O)(NC)C(=O)NC. Its net charge is 0. Its LUMO energy is 0.7709 eV. The relative energy (zero: lowest compared OMol25 entry of this formula, charge and spin) comes out at 0.0 kcal per mole. As for the total energy: -874.91890 hartree.

Geometry (Å):
C: -3.1144 0.7207 0.2673
C: -1.9999 1.7481 0.0281
O: -0.7483 1.1919 0.4338
P: -0.1161 -0.1966 -0.2960
O: -0.4312 -0.0450 -1.7648
N: -0.7950 -1.4572 0.5782
C: -0.7486 -2.7582 -0.2723
C: 1.6772 -0.1083 0.3138
O: 2.1890 -0.9779 0.9961
N: 2.3684 0.8746 -0.3039
C: 3.8255 0.9839 -0.1386
H: -2.8625 0.1340 1.2651
H: -4.0311 1.1325 0.3869
H: -3.1309 -0.0640 -0.5973
H: -2.2584 2.5832 0.6932
H: -1.8304 2.1559 -0.8741
H: -0.3254 -1.5750 1.4242
H: -1.6766 -2.6789 -0.9477
H: 0.1151 -2.6472 -0.8452
H: -0.6965 -3.5611 0.4936
H: 1.9537 1.6943 -0.7358
H: 4.0459 1.4955 0.8109
H: 4.0965 -0.0519 -0.0298
H: 4.4942 1.4069 -0.8858

Results of the Mulliken charge analysis, in e, for atoms 1 through 6: C -0.92; C -0.35; O -0.40; P 0.65; O -0.70; N -0.30

***

# C5H13N2O4S

2 unconnected molecules or ions with the total composition C5H13N2O4S in a non-equilibrium geometry (ωB97M-V with the def2-TZVPD basis set, OMol25).

The frontier orbital gap comes out at 6.768 eV. The HOMO energy is -3.2 eV. Its net charge is -1. Its LUMO energy is 3.5793 eV. The relative energy (zero: lowest compared OMol25 entry of this formula, charge and spin) comes out at 91.7 kcal per mole. As for the total energy: -1006.86697 hartree.

Geometry (Å):
C: -1.9683 -0.8773 1.9704
C: 0.9795 0.6548 -2.3743
C: -1.2105 -0.1694 -2.6509
C: -0.6967 -0.8370 2.7857
C: 0.8954 -0.4592 0.4219
N: -0.2028 -0.2013 -0.4274
N: 0.0338 -0.3214 -1.8699
O: 3.3085 0.8899 0.1884
O: 2.1419 0.7973 2.2827
O: 1.0993 2.0736 0.4146
O: -0.5555 0.1649 3.4678
S: 1.9390 0.8894 0.6278
H: -2.7220 -1.5487 2.4879
H: -1.6901 -1.4225 1.0355
H: -2.3928 0.0993 1.8873
H: 0.4286 1.3507 -3.1590
H: 1.4082 1.2439 -1.6145
H: 1.9139 0.1614 -2.9160
H: -1.7550 0.5136 -2.0450
H: -1.0840 0.0279 -3.7171
H: -1.7770 -1.0844 -2.4888
H: 0.0581 -1.7639 2.9978
H: 1.2808 -1.5354 0.2794
H: -0.7215 0.6935 -0.2216
H: 1.2891 0.6604 2.6371

Results of the Mulliken charge analysis, in e, for atoms 1 through 6: C -0.87; C -0.68; C -1.04; C 0.38; C -0.66; N -0.09

***

# C5H13N2OS

2 unconnected molecules or ions with the total composition C5H13N2OS in a non-equilibrium geometry (ωB97M-V with the def2-TZVPD basis set, OMol25).

The frontier orbital gap (alpha / beta) comes out at 7.143 / 6.428 eV. The expectation value of S² is 2.0106. The HOMO energy (alpha / beta) is -10.2 / -13.6 eV. Its multiplicity is 3. Its net charge is +1. Its LUMO energy (alpha / beta) is -3.0652 / -7.1811 eV. The relative energy (zero: lowest compared OMol25 entry of this formula, charge and spin) comes out at 24.7 kcal per mole. As for the total energy: -780.75430 hartree.

Geometry (Å):
C: -1.1992 -0.1451 -0.3394
C: 0.7775 0.5644 1.9701
C: 1.0801 1.2800 -0.4211
C: 1.8442 -1.6503 -1.3846
C: 1.0272 0.2041 0.5496
N: -1.7941 0.6035 -1.2759
N: -1.9276 -0.6490 0.5999
O: -3.4022 -0.4754 0.5985
S: 1.6841 -1.3321 0.3416
H: 1.7868 0.9898 2.2782
H: -0.1604 1.2210 1.8701
H: 0.6113 -0.4212 2.5842
H: 1.8708 2.0626 -0.2435
H: 0.1213 1.7464 -0.3726
H: 1.2542 0.9350 -1.4947
H: 1.0674 -1.1841 -2.0083
H: 1.8009 -2.7773 -1.4111
H: 2.8550 -1.3336 -1.7124
H: -1.3902 1.0706 -2.0083
H: -2.8371 0.7314 -1.2041
H: -1.4803 -1.0580 1.4410
H: -3.5895 -0.3827 1.6429

Results of the Mulliken charge analysis, in e, for atoms 1 through 6: C 0.36; C -1.25; C -1.16; C -0.81; C 0.46; N -0.37

***

# C5H13N2S

A gas-phase ion, C5H13N2S (charge -1) in a non-equilibrium geometry (ωB97M-V with the def2-TZVPD basis set, OMol25).

The frontier orbital gap comes out at 6.063 eV. The HOMO energy is -2.5 eV. Its SMILES is CCNC[C@@H](N)C[S-]. Its net charge is -1. Its LUMO energy is 3.5821 eV. The relative energy (zero: lowest compared OMol25 entry of this formula, charge and spin) comes out at 14.6 kcal per mole. As for the total energy: -706.01503 hartree.

Geometry (Å):
C: 0.4605 2.8179 -0.7848
C: -0.1711 1.5137 -1.3196
N: 0.7157 0.3653 -1.2956
C: 0.2081 -0.8689 -0.7434
C: 0.0395 -0.9234 0.7947
N: -1.3061 -0.4004 1.0737
C: 0.2404 -2.3760 1.2752
S: -0.7172 -2.8263 2.7978
H: 0.2015 2.9664 0.2625
H: 0.2705 3.6582 -1.4386
H: 1.5517 2.6969 -0.7443
H: -1.0195 1.3942 -0.6667
H: -0.5835 1.6726 -2.3206
H: 1.5632 0.6575 -0.8303
H: -0.7525 -1.1927 -1.1308
H: 0.8740 -1.6729 -1.0246
H: 0.7178 -0.2634 1.3422
H: -1.9963 -1.0315 0.6764
H: -1.4736 -0.5347 2.0723
H: -0.1173 -3.0838 0.5208
H: 1.2941 -2.5689 1.4837

Results of the Mulliken charge analysis, in e, for atoms 1 through 6: C -1.17; C -0.14; N -0.42; C -1.23; C 0.46; N -0.68

***

# C5H13N3

A molecular structure, C5H13N3 in a non-equilibrium geometry (ωB97M-V with the def2-TZVPD basis set, OMol25).

The frontier orbital gap comes out at 7.281 eV. The HOMO energy is -6.5 eV. Its net charge is 0. Its LUMO energy is 0.7731 eV. The relative energy (zero: lowest compared OMol25 entry of this formula, charge and spin) comes out at 113.2 kcal per mole. As for the total energy: -362.40191 hartree.

Geometry (Å):
C: 1.3699 1.3456 -1.1930
N: 0.3057 0.8585 -0.3028
N: -0.4044 1.9551 0.2848
H: -0.6684 0.3122 -0.9614
H: -1.3454 1.5881 0.4423
H: 0.0458 2.1795 1.1677
H: 1.9300 2.1106 -0.6588
H: 2.0537 0.5730 -1.5311
H: 0.8792 1.7749 -2.0677
C: 1.1643 -1.4835 -0.2423
C: 0.4879 -0.3605 0.4856
C: -2.5990 -1.0704 -0.1626
C: 0.2380 -0.3826 1.8056
N: -1.7116 -0.6903 -0.9488
H: 0.9563 -2.4221 0.2670
H: 0.8235 -1.5729 -1.2738
H: 2.2483 -1.3424 -0.2622
H: -2.4032 -1.3374 0.9047
H: -3.6406 -1.2028 -0.4882
H: -0.1842 0.4401 2.3612
H: 0.4539 -1.2726 2.3737

Results of the Mulliken charge analysis, in e, for atoms 1 through 6: C -0.85; N 0.31; N -0.83; H 0.54; H 0.30; H 0.27